# 1
The following is a DFT calculation (ωB97M-V with the def2-TZVPD basis set) of a molecular structure, C20H30AuI2N2OS.

Last column: Mulliken charge in e.
Geometry (Å):
1 Au -0.6365 -0.2077 0.6870  0.985
2 C 4.9553 -4.6222 0.4716  -2.102
3 C 3.4880 -5.0214 0.3218  1.744
4 C 3.1102 -6.0138 1.4360  -1.521
5 C 3.2769 -5.6780 -1.0568  -1.504
6 C 2.5654 -3.8256 0.4113  0.555
7 C 3.0202 -2.5098 0.5132  -0.687
8 C 2.1283 -1.4656 0.6094  -0.659
9 N 0.8036 -1.6672 0.6136  -0.856
10 C 0.3203 -2.9231 0.4115  -0.091
11 C 1.1744 -3.9952 0.3405  -0.032
12 C -1.1205 -2.9862 0.1577  0.068
13 C -1.8249 -4.1390 -0.0818  -0.039
14 C -3.1988 -4.1171 -0.3686  0.382
15 C -3.8025 -2.8593 -0.3979  -0.864
16 C -3.0665 -1.7247 -0.1516  0.023
17 N -1.7498 -1.7789 0.1204  -0.379
18 C -3.9442 -5.4049 -0.6411  1.798
19 C -3.7476 -6.3530 0.5558  -1.533
20 C -5.4379 -5.1642 -0.8562  -2.103
21 C -3.3382 -6.0333 -1.9113  -1.479
22 H 5.5702 -5.5201 0.4410  0.422
23 H 5.1525 -4.1302 1.4265  0.467
24 H 5.2923 -3.9765 -0.3416  0.430
25 H 3.7815 -6.8702 1.3852  0.459
26 H 2.0932 -6.3944 1.3298  0.334
27 H 3.2150 -5.5658 2.4254  0.396
28 H 3.9459 -6.5338 -1.1416  0.458
29 H 3.5097 -4.9882 -1.8692  0.392
30 H 2.2584 -6.0463 -1.1898  0.346
31 H 4.0763 -2.2830 0.5143  0.571
32 H 2.4780 -0.4487 0.6817  0.704
33 H 0.7675 -4.9841 0.1883  0.572
34 H -1.3052 -5.0854 -0.0517  0.579
35 H -4.8556 -2.7481 -0.6106  0.572
36 H -3.5319 -0.7513 -0.1586  0.124
37 H -4.1390 -5.9210 1.4780  0.391
38 H -2.7019 -6.6230 0.7109  0.340
39 H -4.2921 -7.2763 0.3623  0.465
40 H -5.9050 -4.6781 0.0027  0.474
41 H -5.9345 -6.1240 -0.9887  0.416
42 H -5.6345 -4.5744 -1.7536  0.441
43 H -2.2800 -6.2724 -1.7913  0.342
44 H -3.4539 -5.3786 -2.7761  0.398
45 H -3.8610 -6.9654 -2.1236  0.446
46 C 1.7111 1.0301 4.0079  -0.973
47 S 1.8088 1.4072 2.2717  0.532
48 C 1.9877 3.1745 2.3022  -1.027
49 O 0.3197 1.2343 1.7764  -0.656
50 H 0.8290 1.5116 4.4278  0.377
51 H 2.6210 1.4131 4.4738  0.470
52 H 1.6708 -0.0512 4.1246  0.306
53 H 2.9746 3.3766 2.7234  0.469
54 H 1.2035 3.6140 2.9152  0.350
55 H 1.9513 3.5326 1.2751  0.359
56 I -2.3968 1.7450 0.2898  0.316
57 I -2.5209 3.1855 2.5005  0.232

The value obtained for the HOMO-LUMO gap is 6.423 eV. As for the LUMO energy: -11.955 eV. The value obtained for the molar mass is 797.315 g mol⁻¹. As for the largest force on an atom: 0.86 eV/A. The total charge is +3. For the total energy, the calculation gives -56956.220 eV.



# 2
The following is a DFT calculation (ωB97M-V with the def2-TZVPD basis set) of 12 unconnected molecules or ions with the total composition C51H70BN12O2S in a non-equilibrium geometry.

Last column: Mulliken charge in e.
Geometry (Å):
1 C 1.1314 -1.3007 2.2738  -1.018
2 C 1.5661 -1.2943 0.7651  0.866
3 C 1.7099 0.2418 0.3541  -1.558
4 C 0.5177 -1.9088 -0.2310  1.088
5 C 1.3201 -2.2677 -1.5654  -1.311
6 C -0.1393 -3.2593 0.2377  -1.010
7 O -1.3573 -3.4198 -0.4925  -0.476
8 B -2.5708 -3.2453 0.3337  0.580
9 S -2.6089 -1.6278 1.3804  -0.447
10 N -3.7732 -3.1436 -0.7043  -0.560
11 C -3.5123 -2.2228 -1.4294  0.814
12 O -3.2935 -1.1930 -1.9551  -0.638
13 H 0.0246 -1.1365 2.3663  0.055
14 H 1.6072 -0.4062 2.7691  0.119
15 H 1.4155 -2.2441 2.8129  0.407
16 H 2.5939 -1.7254 0.6160  0.248
17 H 2.5682 0.7318 0.8847  0.414
18 H 0.7305 0.7365 0.6094  0.289
19 H 1.8101 0.2816 -0.7575  0.308
20 H -0.2788 -1.1897 -0.5524  -0.165
21 H 2.1087 -3.0002 -1.2337  0.221
22 H 1.7528 -1.3731 -2.0659  0.362
23 H 0.5938 -2.8366 -2.2036  0.144
24 H -0.2559 -3.3674 1.3424  0.387
25 H 0.5495 -4.0849 -0.1174  0.147
26 H -2.7815 -4.1741 1.0638  -0.248
27 H -2.0631 -0.5961 0.6687  0.011
28 N 1.0345 -2.9592 -5.4994  0.219
29 C 0.0389 -2.0805 -5.1687  -0.792
30 C 0.3321 -0.8727 -5.7451  -0.853
31 C 1.5505 -1.0295 -6.4567  -0.291
32 C 1.9576 -2.3281 -6.2881  -0.794
33 H 1.0804 -3.9204 -5.2079  0.235
34 H -0.7891 -2.3906 -4.5510  0.860
35 H -0.2629 0.0237 -5.6655  0.509
36 H 2.0698 -0.2758 -7.0283  0.411
37 H 2.8215 -2.8555 -6.6588  0.437
38 N 3.8967 3.7871 2.8737  0.053
39 C 4.8383 4.3383 2.0450  -0.364
40 C 4.3147 4.3779 0.7782  -0.811
41 C 3.0049 3.8348 0.8442  -0.023
42 C 2.7751 3.4827 2.1493  -0.805
43 H 4.0102 3.6310 3.8598  0.203
44 H 5.7966 4.6524 2.4280  0.359
45 H 4.8158 4.7557 -0.0991  0.391
46 H 2.3090 3.7160 0.0279  0.553
47 H 1.9134 3.0415 2.6240  0.446
48 N 0.7060 -1.7779 8.0869  0.110
49 C 1.7217 -1.0961 7.4723  -0.753
50 C 1.3942 -0.9547 6.1478  -0.241
51 C 0.1301 -1.5697 5.9561  -0.264
52 C -0.2701 -2.0656 7.1687  -0.668
53 H 0.6803 -2.0277 9.0596  0.191
54 H 2.5869 -0.7731 8.0287  0.360
55 H 1.9946 -0.4633 5.3985  0.390
56 H -0.4232 -1.6396 5.0319  0.587
57 H -1.1616 -2.5979 7.4577  0.284
58 N 5.6794 -5.0274 0.6243  0.001
59 C 6.6132 -4.4814 -0.2152  -0.499
60 C 6.0718 -4.4330 -1.4738  -0.486
61 C 4.7591 -4.9654 -1.3893  -0.227
62 C 4.5450 -5.3205 -0.0833  -0.597
63 H 5.8064 -5.1874 1.6079  0.188
64 H 7.5788 -4.1768 0.1550  0.377
65 H 6.5627 -4.0557 -2.3571  0.376
66 H 4.0511 -5.0745 -2.1955  0.468
67 H 3.6867 -5.7558 0.4026  0.399
68 N -1.5376 4.0501 -0.3522  0.179
69 C -0.9242 5.2272 -0.6938  -0.778
70 C -0.4209 5.0887 -1.9614  -0.417
71 C -0.7488 3.7780 -2.4035  -0.088
72 C -1.4396 3.1648 -1.3906  -1.476
73 H -1.9906 3.8647 0.5260  0.226
74 H -0.8985 6.0565 -0.0053  0.499
75 H 0.1210 5.8422 -2.5113  0.483
76 H -0.5059 3.3360 -3.3564  0.480
77 H -1.8670 2.1768 -1.3183  0.872
78 N 1.1513 3.3246 -6.5792  0.095
79 C 0.1407 4.1964 -6.2783  -0.329
80 C 0.4353 5.4024 -6.8597  -0.644
81 C 1.6699 5.2507 -7.5432  -0.482
82 C 2.0850 3.9575 -7.3537  -0.412
83 H 1.1999 2.3662 -6.2778  0.196
84 H -0.6973 3.8835 -5.6769  0.456
85 H -0.1686 6.2942 -6.8019  0.390
86 H 2.1940 6.0043 -8.1099  0.383
87 H 2.9617 3.4349 -7.7008  0.365
88 N 8.0004 2.7451 3.7512  0.026
89 C 9.3097 2.3486 3.7373  -0.523
90 C 10.0276 3.2293 4.5044  -0.370
91 C 9.1159 4.1926 5.0060  -0.559
92 C 7.8734 3.8667 4.5271  -0.319
93 H 7.2480 2.2847 3.2672  0.225
94 H 9.6166 1.4767 3.1828  0.370
95 H 11.0899 3.1860 4.6862  0.383
96 H 9.3448 5.0298 5.6464  0.390
97 H 6.9126 4.3347 4.6694  0.373
98 N -7.4247 -0.4347 -3.3258  0.041
99 C -8.4597 -1.1971 -3.7987  -0.439
100 C -8.0391 -2.5017 -3.8342  -0.869
101 C -6.7010 -2.5280 -3.3594  -0.010
102 C -6.3511 -1.2394 -3.0513  -0.644
103 H -7.4489 0.5613 -3.1988  0.178
104 H -9.4013 -0.7462 -4.0689  0.369
105 H -8.6267 -3.3447 -4.1633  0.374
106 H -6.0672 -3.3942 -3.2549  0.429
107 H -5.4347 -0.8258 -2.6631  0.546
108 N -2.6499 -4.4683 -5.5786  0.143
109 C -2.9075 -5.0556 -6.7882  -0.260
110 C -4.1659 -5.5970 -6.7346  -0.759
111 C -4.6898 -5.3206 -5.4445  -0.428
112 C -3.7329 -4.6211 -4.7559  -0.495
113 H -1.7981 -3.9969 -5.3335  0.262
114 H -2.1745 -5.0380 -7.5788  0.385
115 H -4.6569 -6.1311 -7.5332  0.366
116 H -5.6592 -5.6022 -5.0646  0.444
117 H -3.7278 -4.2206 -3.7536  0.390
118 N -5.2728 8.0612 1.0246  0.013
119 C -5.9269 7.9771 -0.1751  -0.389
120 C -5.3100 7.0095 -0.9254  -0.813
121 C -4.2456 6.4851 -0.1473  0.240
122 C -4.2495 7.1511 1.0508  -0.690
123 H -5.5073 8.6920 1.7703  0.175
124 H -6.7711 8.6121 -0.3903  0.373
125 H -5.5918 6.7099 -1.9224  0.375
126 H -3.5564 5.7074 -0.4337  0.374
127 H -3.6144 7.0580 1.9172  0.351
128 N -3.7846 -3.1013 9.1477  0.036
129 C -2.7406 -3.3260 10.0030  -0.102
130 C -3.2448 -3.8851 11.1487  -0.493
131 C -4.6476 -4.0078 10.9756  -0.388
132 C -4.9494 -3.5186 9.7306  -0.508
133 H -3.7077 -2.6933 8.2316  0.203
134 H -1.7325 -3.0677 9.7234  0.124
135 H -2.6705 -4.1751 12.0145  0.377
136 H -5.3552 -4.4100 11.6833  0.385
137 H -5.8897 -3.4305 9.2112  0.378

The value obtained for the HOMO-LUMO gap is 6.967 eV. As for the LUMO energy: 1.810 eV. The value obtained for the molar mass is 926.082 g mol⁻¹. As for the largest force on an atom: 1.79 eV/A. The total charge is -1. For the total energy, the calculation gives -87510.707 eV.



# 3
The following is a DFT calculation (ωB97M-V with the def2-TZVPD basis set) of 2 unconnected molecules or ions with the total composition C8H9P in a non-equilibrium geometry.

Last column: Mulliken charge in e.
Geometry (Å):
1 C 3.1439 -0.5210 0.0562  -0.641
2 C 2.2691 -1.6012 0.0699  -0.274
3 C 2.5852 0.7500 0.0934  -0.325
4 C 0.9054 -1.4433 0.0374  -0.467
5 C 1.2102 0.9381 0.0367  -0.233
6 C 0.4229 -0.1574 0.0735  0.702
7 C -3.1382 0.9800 -0.3471  -0.327
8 C -2.6952 0.5776 0.9004  -0.198
9 P -3.3076 -0.8309 0.0421  -0.045
10 H 4.1105 -0.7981 0.1401  0.460
11 H 2.6759 -2.5818 0.0375  0.348
12 H 3.1592 1.6746 0.1752  0.310
13 H 0.1443 -2.2104 -0.1483  0.318
14 H 0.8254 2.0339 -0.0070  0.246
15 H -3.9422 1.7034 -0.3903  0.265
16 H -2.4375 1.2290 -1.1228  0.242
17 H -0.6095 -0.1528 0.0122  -0.468
18 H -4.2572 -0.2950 0.9541  0.088

The value obtained for the HOMO-LUMO gap (alpha / beta) is 8.449 / 7.871 eV. As for the LUMO energy (alpha / beta): 0.988 / -1.426 eV. The value obtained for the molar mass is 136.134 g mol⁻¹. The multiplicity is 3. The energy relative to the best compared isomer or geometry (same formula, charge and spin) comes out at 33.8 kcal per mole. As for the largest force on an atom: 3.76 eV/A. The total charge is 0. For the total energy, the calculation gives -17723.719 eV.



# 4
The following is a DFT calculation (ωB97M-V with the def2-TZVPD basis set) of C18H17N5O5 in the gas phase in a non-equilibrium geometry.

Last column: Mulliken charge in e.
Geometry (Å):
1 O -3.2533 0.2079 -1.9852  -0.622
2 O -0.1297 -2.2019 -1.7383  -0.569
3 O -1.0896 3.5282 0.7058  -0.623
4 O -0.0821 5.2917 0.7851  -0.661
5 N 4.6725 1.3491 1.6025  -0.740
6 O -0.9841 1.2234 -1.2581  -0.254
7 C -2.4596 -0.6347 -1.4713  0.184
8 C -0.1641 -1.1278 -1.1772  0.260
9 C 4.2114 0.1325 1.7007  -0.042
10 C -4.0369 -4.4553 -0.0799  -0.537
11 C -3.2804 -3.6268 0.7847  -0.507
12 C -4.4033 -3.9452 -1.3077  -0.488
13 C 3.4949 3.5753 1.2810  -0.667
14 C -2.7456 -2.3790 0.3169  -0.308
15 C -3.8946 -2.6431 -1.7565  -0.669
16 C 2.3109 4.1885 1.0018  -0.533
17 C 1.1084 2.0636 1.1494  0.016
18 C 3.5193 2.1633 1.4843  0.558
19 C -2.9655 -1.9465 -0.9895  0.502
20 C 2.3682 1.4242 1.3947  0.255
21 C 1.0973 3.4524 1.0606  -0.536
22 N -1.1674 -0.1394 -1.2243  0.521
23 N 1.0549 -0.6080 -0.7041  0.007
24 N 2.8302 0.1553 1.6847  0.079
25 N -0.0520 4.1126 0.8382  1.106
26 C -0.6321 1.6846 -2.5808  -0.783
27 C 1.9546 -1.4556 0.1945  -0.949
28 C 2.0479 -0.9868 1.7018  -0.623
29 H 4.8747 -0.7060 1.9561  0.344
30 H -4.3900 -5.3765 0.2905  0.422
31 H -3.1285 -3.9228 1.7931  0.410
32 H -5.0877 -4.4650 -1.9557  0.380
33 H 4.4654 4.0127 1.2153  0.470
34 H -2.1908 -1.7283 0.9716  0.494
35 H -4.1090 -2.3360 -2.7310  0.472
36 H 2.4188 5.2160 0.7569  0.487
37 H 0.1227 1.5873 1.3141  0.405
38 H 1.0568 0.3959 -0.6291  0.158
39 H -0.3583 0.8888 -3.2911  0.340
40 H 0.2354 2.3211 -2.4016  0.340
41 H -1.4824 2.1210 -3.1897  0.254
42 H 2.9223 -1.4474 -0.1936  0.520
43 H 1.5762 -2.4824 0.1972  0.462
44 H 2.6486 -1.7526 2.2675  0.327
45 H 1.0955 -0.7281 2.2158  0.339

The value obtained for the HOMO-LUMO gap is 8.467 eV. As for the LUMO energy: -0.863 eV. The SMILES is CON(C(=O)NCCn1cnc2ccc([N+](=O)[O-])cc21)C(=O)c1ccccc1. The value obtained for the molar mass is 383.364 g mol⁻¹. The energy relative to the best compared isomer or geometry (same formula, charge and spin) comes out at 121.5 kcal per mole. As for the largest force on an atom: 5.60 eV/A. The total charge is 0. For the total energy, the calculation gives -36623.478 eV.